[1]
Here is a single C16H21N3O4 molecule in a non-equilibrium geometry from the Open Molecules 2025 dataset. Energies are from wB97M-V/def2-TZVPD.

Its SMILES is N/C(=N\OC(=O)CCC1CCCCC1)c1cccc([N+](=O)[O-])c1. As for the energy relative to the best compared isomer or geometry (same formula, charge and spin): 125.1 kcal per mole. The lowest unoccupied orbital energy comes out at -0.6 eV. Its total energy is -29589.9472 eV. The value obtained for the HOMO energy is -9.50 eV. The value obtained for the HOMO-LUMO gap is 8.85 eV.

```
44
Properties=species:S:1:pos:R:3:forces:R:3
O -7.5150 3.3911 -1.9022 -0.282 0.094 0.062
O 0.9728 1.1524 -1.7140 0.022 -0.103 0.202
O -6.1171 3.1495 -3.5151 0.011 0.038 -0.307
O -0.3472 -0.5857 -1.1282 -0.332 -0.317 -0.493
N -6.4389 3.0610 -2.3494 -0.314 0.187 -0.315
N -1.5087 1.6258 -2.6698 0.050 0.056 -0.397
N -1.5320 0.1035 -0.8339 -0.423 -0.149 1.189
C 2.0672 -2.4303 1.3766 0.052 0.021 -0.192
C -1.9956 1.0683 -1.5334 0.558 0.043 -0.642
C 4.5286 -1.1094 2.2635 -0.144 0.005 0.269
C -4.8172 1.9657 0.7997 0.081 -0.026 -0.108
C -5.4644 2.5284 -1.4266 0.830 -0.443 0.864
C -3.6032 1.5057 0.3196 0.017 0.019 -0.094
C 2.9148 -0.7990 -0.4049 -0.215 -0.007 0.094
C 0.8040 -0.0228 -1.4771 0.531 0.281 -0.276
C -5.7592 2.4853 -0.0703 -0.147 0.078 -0.312
C 3.3569 -3.2187 1.5901 -0.136 -0.003 0.252
C -3.3056 1.5611 -1.0422 -0.393 0.151 0.227
C -4.2497 2.0727 -1.9216 -0.117 0.056 -0.039
C 3.2329 -0.3286 2.0634 0.051 0.012 -0.169
C 1.8923 -1.0678 -1.5164 0.102 0.073 0.080
C 4.2245 -2.5523 2.6529 0.192 -0.016 -0.270
C 2.3283 -0.9669 1.0029 0.029 0.094 0.056
H 1.4453 -2.0549 -1.4140 0.052 -0.011 -0.072
H 2.3898 -0.9925 -2.4852 -0.098 -0.015 -0.007
H 1.4908 -2.4473 2.3045 -0.083 -0.036 0.017
H 1.4594 -2.9129 0.6098 -0.113 -0.034 0.027
H 3.9161 -3.2878 0.6552 0.049 -0.073 -0.055
H 3.6953 -2.5631 3.6088 -0.005 -0.025 0.088
H 3.4589 0.7023 1.7821 -0.058 0.057 0.036
H 3.2730 0.2268 -0.5182 0.088 -0.023 -0.028
H 5.1549 -3.1100 2.7795 -0.015 -0.024 0.090
H 5.1186 -1.0932 1.3455 0.106 0.012 -0.042
H -2.8650 1.0921 0.9869 0.064 -0.023 0.076
H -6.7127 2.8535 0.2757 -0.019 0.004 0.010
H -5.0304 1.9210 1.8562 -0.016 0.004 0.085
H 1.3682 -0.4376 1.0238 0.019 0.001 0.019
H 5.1228 -0.6321 3.0458 0.072 0.027 -0.071
H -4.0830 2.1022 -2.9883 0.016 0.005 -0.009
H 3.7622 -1.4684 -0.5474 0.078 0.040 -0.046
H 3.1102 -4.2371 1.8985 0.030 -0.035 -0.089
H -0.5076 1.5610 -2.8194 -0.166 0.014 0.133
H -1.9266 2.4899 -2.9756 -0.002 -0.060 0.097
H 2.6912 -0.3011 3.0121 -0.022 0.052 0.061
```
Positions in Å, forces in eV/Å.

***

[2]
Here is 3 unconnected molecules or ions with the total composition C3H8N2O2 in a non-equilibrium geometry from the Open Molecules 2025 dataset. Energies are from wB97M-V/def2-TZVPD.

Its SMILES is c1c[nH]cn1.O.O. As for the energy relative to the best compared isomer or geometry (same formula, charge and spin): 31.5 kcal per mole. The lowest unoccupied orbital energy comes out at 0.4 eV. Its total energy is -10315.5857 eV. The value obtained for the HOMO energy is -8.60 eV. The value obtained for the HOMO-LUMO gap is 9.04 eV.

```
15
Properties=species:S:1:pos:R:3:forces:R:3
O 0.5040 -2.8206 -0.9212 -0.970 0.780 0.889
O 1.0153 -0.2538 -2.1707 0.407 0.090 0.608
N 0.3007 1.1059 0.3287 -0.462 0.401 -0.128
N -0.6123 1.4643 2.2933 1.933 -0.615 1.248
C -1.5684 1.1230 1.4438 -1.536 0.642 -2.194
C 0.5411 1.3682 1.6336 -1.182 0.432 -0.009
C -1.0726 1.0029 0.1448 1.048 -1.202 1.293
H 0.8425 -1.1243 -1.7478 -0.157 0.435 -0.758
H -2.6135 1.1436 1.7275 0.140 -0.196 0.037
H 0.4535 -0.0831 -2.9277 -0.177 -0.531 0.021
H -1.3280 0.4345 -0.7370 -0.732 0.609 -0.123
H 1.5068 1.3979 2.1042 0.176 0.383 -0.220
H 1.1167 -3.4616 -0.5847 0.717 -0.596 -0.021
H 0.0427 -2.5460 -0.0982 0.187 -0.069 -0.807
H 0.8715 1.2490 -0.4886 0.608 -0.564 0.164
```
Positions in Å, forces in eV/Å.

***

[3]
Here is a gas-phase ion, C3H6NO2 (charge -1) from the Open Molecules 2025 dataset. Energies are from wB97M-V/def2-TZVPD.

The net charge is -1. Its SMILES is CC(=O)NC[O-]. As for the energy relative to the best compared isomer or geometry (same formula, charge and spin): 31.1 kcal per mole. The lowest unoccupied orbital energy comes out at 4.3 eV. Its total energy is -8793.8701 eV. The value obtained for the HOMO energy is -3.00 eV. The value obtained for the HOMO-LUMO gap is 7.35 eV.

```
12
Properties=species:S:1:pos:R:3:forces:R:3
O 2.0624 0.1257 0.5773 -0.151 0.102 0.011
O -2.2134 0.0537 -0.3655 -0.230 -0.038 0.057
N -0.2424 -0.7219 0.4525 -0.030 -0.097 0.232
C -0.3036 1.4878 -0.5419 -0.818 0.261 -0.304
C 1.3205 -0.9315 0.4071 0.076 0.810 0.023
C -1.0019 0.1897 -0.1669 0.627 0.231 0.290
H 1.4157 -1.6801 1.2250 -0.036 -0.464 -0.166
H -0.7698 -1.4830 0.8585 -0.027 -0.113 -0.274
H 1.4447 -1.4073 -0.5975 0.033 -0.352 0.156
H 0.3813 1.8415 0.2162 0.316 -0.284 0.019
H 0.2033 1.4072 -1.4998 0.281 -0.145 0.009
H -1.1113 2.2083 -0.6755 -0.042 0.089 -0.052
```
Positions in Å, forces in eV/Å.

***

[4]
Here is 9 unconnected molecules or ions with the total composition H18O9 in a non-equilibrium geometry from the Open Molecules 2025 dataset. Energies are from wB97M-V/def2-TZVPD.

Its SMILES is O.O.O.O.O.O.O.O.O. As for the energy relative to the best compared isomer or geometry (same formula, charge and spin): 101.3 kcal per mole. The lowest unoccupied orbital energy comes out at -0.6 eV. Its total energy is -18717.7409 eV. The value obtained for the HOMO energy is -10.34 eV. The value obtained for the HOMO-LUMO gap is 9.76 eV.

```
27
Properties=species:S:1:pos:R:3:forces:R:3
O -2.3370 -0.2535 1.7195 -0.809 -0.261 1.029
O 1.3771 2.1153 2.3694 -0.465 -0.108 -0.011
O -2.9737 -1.2983 4.2961 0.222 0.187 0.273
O -2.0851 -2.3313 -4.2182 -0.119 -0.015 0.020
O 3.8787 2.8580 -1.7918 0.044 -0.050 -0.003
O 0.5408 -1.1307 -0.6412 2.278 -0.245 -0.088
O 3.5767 -0.3693 -2.5537 0.046 -0.077 -0.034
O -0.7263 0.9678 0.5285 0.833 2.036 -0.182
O -1.6367 -1.1161 -0.6712 -2.223 -0.362 -0.616
H -2.0731 -1.5093 4.0253 -0.145 -0.161 -0.094
H 3.2599 2.1691 -1.5246 0.074 -0.042 -0.080
H -0.5246 1.2541 1.4264 0.199 -0.034 -0.261
H -2.1000 0.3055 2.4681 -0.491 -0.150 0.004
H -1.2074 -0.3383 -0.2975 -0.043 -0.418 -0.415
H -2.0661 -2.9330 -3.4655 0.068 0.127 -0.009
H 3.0990 -1.1876 -2.7304 -0.032 0.064 -0.021
H 0.7007 2.6834 2.7551 0.204 0.191 0.124
H 4.6335 2.3721 -2.1427 -0.119 0.054 0.074
H -2.3514 -1.4871 -3.8370 0.118 -0.087 0.058
H 1.1529 1.2338 2.6883 0.317 -0.043 0.104
H -2.3051 0.3422 0.9625 -0.085 -0.045 0.371
H 1.5008 -1.1000 -0.7211 0.118 0.093 0.038
H 0.3859 -1.1784 0.3089 -0.051 -0.194 -0.164
H -2.5369 -1.0741 -0.3293 -0.016 -0.300 -0.096
H -0.4592 1.7133 -0.0210 0.285 -0.046 -0.171
H -2.8987 -0.4269 4.7011 -0.142 -0.127 0.091
H 4.1752 -0.2804 -3.3039 -0.066 0.014 0.058
```
Positions in Å, forces in eV/Å.

***

Question: energy relative to the best compared isomer or geometry (same formula, charge and spin) of number 1 (C16H21N3O4)?
Answer: 125.1 kcal per mole

***

Question: Which of these has the highest energy relative to the best compared isomer or geometry (same formula, charge and spin)?
Answer: C16H21N3O4